# 1
Here is 33 unconnected molecules or ions with the total composition H66O33 in a non-equilibrium geometry from the OMol25 dataset. Energies are from wB97M-V/def2-TZVPD.

Computed properties:
largest force on an atom	1.40	eV/Å
lowest unoccupied orbital energy	-1.00	eV
relative energy (zero: lowest compared OMol25 entry of this formula, charge and spin)	4.7027	eV
frontier orbital gap	8.61	eV
total energy	-2522.5280	a.u.
HOMO	-9.61	eV

Structure (XYZ):
```
99
Properties=species:S:1:pos:R:3:forces:R:3
O -4.530114 1.174910 -3.833782 -0.6 -0.1 0.1
H -4.556794 0.453980 -4.462892 -0.1 -0.1 -0.1
H -3.597474 1.320320 -3.674822 0.7 0.3 0.0
O -0.025814 0.321590 0.178878 0.3 0.5 0.7
H -0.227874 0.257040 -0.754522 -0.2 -0.1 -0.7
H -0.287474 -0.525290 0.540198 -0.3 -0.6 0.4
O -0.831214 -5.410760 2.062588 -0.3 -0.3 0.3
H -1.693534 -5.008440 1.958818 -0.4 0.0 -0.1
H -0.262584 -4.914930 1.473488 0.5 0.2 0.0
O 1.944896 -2.017900 -1.221652 -0.2 -0.1 -1.0
H 1.147506 -1.493630 -1.296012 -0.1 0.3 0.2
H 2.221856 -1.905830 -0.312272 0.1 -0.1 1.3
O -0.927014 5.173710 1.934078 -0.1 0.3 -0.6
H -0.028834 4.844490 1.900668 0.4 0.0 0.1
H -1.425894 4.468570 2.346538 0.0 0.1 0.3
O 0.228516 3.323900 -1.998902 0.2 0.4 0.8
H 0.046326 2.475820 -1.594172 -0.2 -0.3 0.4
H 0.640796 3.107120 -2.835122 0.1 -0.1 -0.9
O 1.666976 4.664700 0.202518 0.1 -0.2 0.4
H 0.912456 4.298780 -0.259032 -0.4 0.1 -0.4
H 2.085276 5.239010 -0.438892 0.2 0.2 0.0
O -3.410384 -4.252750 0.859478 0.3 -0.4 0.1
H -3.583274 -3.675800 0.115518 -0.3 0.4 -0.2
H -4.227864 -4.253770 1.357438 -0.2 0.0 0.2
O 1.361006 -0.895610 4.274838 -0.4 0.3 0.0
H 1.210296 -1.658540 4.832918 -0.2 -0.3 0.1
H 2.169046 -0.508090 4.611188 0.4 0.2 -0.1
O 3.201466 2.517050 -2.439692 0.2 0.2 -0.1
H 3.904866 3.029230 -2.838622 0.4 0.0 0.0
H 2.510826 3.155510 -2.261892 -0.3 0.2 0.4
O 3.470846 3.948840 3.089238 0.5 0.2 -0.1
H 2.789376 3.313030 2.871108 -0.1 -0.3 0.0
H 2.992156 4.713070 3.410238 -0.2 0.1 0.2
O 2.925996 -4.660310 -1.440692 0.4 -0.3 0.1
H 2.615856 -3.784310 -1.670182 0.0 0.4 0.0
H 2.169906 -5.228670 -1.587432 -0.2 -0.3 -0.2
O 0.780916 2.804410 -4.580782 0.1 0.0 -0.1
H 0.571566 3.604090 -5.063402 -0.1 0.5 -0.2
H 1.544976 2.445050 -5.031662 0.3 -0.3 0.0
O 4.767886 -1.025900 -1.499682 0.5 0.3 0.1
H 3.840456 -1.220030 -1.635392 -0.6 -0.1 -0.1
H 5.194466 -1.317180 -2.305542 0.1 -0.2 -0.1
O 0.534276 3.251780 4.093808 0.2 0.5 0.9
H -0.416674 3.347400 4.041038 0.0 0.0 0.1
H 0.779406 2.832120 3.269168 0.1 -0.3 -0.4
O 1.368756 2.251600 1.859138 0.1 -0.1 -0.2
H 1.626136 2.831780 1.142618 0.4 0.5 -0.3
H 1.003606 1.480890 1.424508 -0.2 -0.6 -0.3
O -0.925974 0.972120 5.657218 -0.6 -0.1 0.6
H -0.129394 0.564920 5.316808 0.5 -0.1 -0.3
H -1.438154 1.186210 4.877428 0.1 0.1 -0.2
O 0.323906 -5.732290 -1.163372 0.1 0.0 -0.1
H -0.217034 -6.512380 -1.286172 -0.1 -0.3 0.1
H -0.194134 -5.019680 -1.537612 -0.1 0.3 0.0
O 2.251806 -1.836640 1.662058 0.3 0.4 -0.8
H 1.515916 -1.350570 2.034118 -0.1 0.2 0.4
H 2.048386 -2.754590 1.841568 0.0 -0.8 0.0
O -4.627764 0.592690 1.036788 0.1 0.0 0.0
H -4.573254 1.533450 0.868788 0.2 0.4 -0.3
H -5.554774 0.434030 1.214878 -0.4 -0.1 0.1
O 1.771246 -4.735640 1.323288 -0.1 0.4 0.4
H 1.940046 -5.578740 1.743908 0.0 -0.2 0.2
H 1.660266 -4.947770 0.396508 0.3 0.0 -0.5
O 2.612436 0.097480 -3.282352 -0.7 -0.5 -0.4
H 3.246996 -0.044430 -3.984792 0.1 -0.3 -0.1
H 2.929586 0.877020 -2.826312 0.3 0.7 0.4
O -0.648304 -1.879240 -4.170842 0.0 -0.3 0.0
H -0.993664 -2.765970 -4.067532 0.0 -0.4 0.0
H -1.289344 -1.435180 -4.725922 -0.2 0.3 -0.2
O -4.167584 -1.734570 -0.487172 0.2 -0.7 -0.3
H -5.089464 -1.796710 -0.737182 -0.2 0.0 -0.2
H -4.095734 -0.889570 -0.043282 0.1 0.5 0.2
O -2.146924 3.445530 3.639688 -0.7 -0.4 0.0
H -2.691134 3.655010 4.398758 -0.1 0.3 0.4
H -2.684814 2.852490 3.115088 -0.1 -0.3 -0.2
O -1.146794 -2.350840 1.002018 0.5 0.5 -0.3
H -1.514064 -2.601310 1.849728 -0.1 -0.2 0.4
H -1.768664 -2.693830 0.360258 -0.2 -0.1 0.0
O 4.576606 0.273250 1.133548 0.1 0.4 0.3
H 3.800526 -0.286870 1.119948 -0.2 -0.4 0.1
H 4.894356 0.265030 0.230658 0.1 -0.2 -0.3
O 2.218736 -2.709380 -4.049222 0.2 -0.4 -0.4
H 1.812506 -2.173230 -4.730222 -0.2 0.1 -0.1
H 1.819736 -2.404890 -3.234172 0.2 0.2 0.3
O -0.241384 0.056300 -2.518912 -0.1 1.0 1.0
H 0.695776 0.131380 -2.698682 0.9 0.0 -0.5
H -0.472284 -0.824900 -2.812842 -0.3 -0.5 -0.6
O -1.956634 4.954330 -2.889762 -0.2 0.6 -0.3
H -1.241044 4.425230 -2.537312 0.3 -0.3 0.3
H -2.737524 4.414740 -2.766102 -0.1 -0.2 -0.1
O -1.845094 -2.002900 4.709088 0.4 -0.7 0.0
H -1.912144 -1.539610 5.544018 0.1 0.2 0.2
H -2.240744 -1.407990 4.072088 -0.3 0.3 -0.1
O -1.778584 2.093290 -3.761622 -0.8 -0.1 -0.1
H -1.065604 1.714000 -3.247782 0.1 -0.5 0.0
H -1.339204 2.582850 -4.456972 -0.1 0.1 -0.1
O -3.722244 -0.346660 3.468088 0.1 -0.1 0.3
H -3.967094 0.400460 4.014068 -0.1 0.1 0.3
H -3.898184 -0.057490 2.572738 0.0 0.1 -0.5
```
Positions in Å, forces in eV/Å.

Here is what Löwdin gives for the atomic charges, in e: -0.062 0.021 -0.026 -0.041 -0.021 0.001 -0.063 -0.015 -0.025 -0.043 0.023 0.028 -0.054 -0.003 -0.032 -0.036 0.053 -0.009 -0.032 0.006 0.053 -0.040 0.000 0.057 -0.030 0.049 0.059 -0.011 0.074 0.025 -0.051 -0.020 0.029 -0.048 -0.020 -0.009 -0.020 0.082 0.072 -0.038 -0.009 0.045 -0.065 -0.031 -0.049 -0.032 0.027 0.022 -0.048 0.004 -0.003 -0.020 0.068 0.053 -0.034 0.019 0.019 -0.024 0.081 0.081 -0.038 0.066 -0.003 -0.056 0.059 -0.012 -0.015 0.072 0.073 -0.041 0.050 0.000 -0.022 0.089 0.064 -0.021 0.041 0.014 -0.053 -0.016 -0.006 -0.046 0.020 -0.026 -0.050 0.024 0.014 -0.061 -0.029 0.025 -0.064 0.023 -0.029 -0.050 -0.014 0.031 -0.036 0.047 -0.013

---

# 2
Here is 33 unconnected molecules or ions with the total composition H66O33 in a non-equilibrium geometry from the OMol25 dataset. Energies are from wB97M-V/def2-TZVPD.

Computed properties:
largest force on an atom	1.59	eV/Å
lowest unoccupied orbital energy	-0.63	eV
relative energy (zero: lowest compared OMol25 entry of this formula, charge and spin)	3.9156	eV
frontier orbital gap	9.16	eV
total energy	-2522.5570	a.u.
HOMO	-9.79	eV

Structure (XYZ):
```
99
Properties=species:S:1:pos:R:3:forces:R:3
O -0.506968 -5.540755 -17.180355 -0.2 -0.1 -1.0
H -0.305051 -6.456791 -16.989712 0.0 -0.1 0.1
H -0.100684 -5.051534 -16.464929 0.1 0.3 0.8
O -4.716050 -7.470323 -12.335545 -0.5 -0.7 0.6
H -5.428509 -6.885445 -12.593529 0.0 0.2 -0.2
H -3.919702 -7.009452 -12.599484 0.4 0.4 -0.2
O -5.865083 0.362959 -18.388100 -0.7 0.7 0.6
H -5.239119 -0.349125 -18.519774 0.4 -0.5 -0.2
H -5.532019 1.078484 -18.929706 0.1 0.1 -0.2
O -5.989703 -5.792205 -19.438218 -0.4 -0.1 0.0
H -5.233465 -5.694421 -18.859616 0.2 0.4 0.2
H -5.901344 -6.673231 -19.801821 0.0 -0.2 -0.2
O 0.020192 -4.505797 -14.683992 -0.2 0.3 -1.2
H 0.661347 -3.809986 -14.539036 0.2 0.2 0.5
H -0.106675 -4.898913 -13.820508 0.5 -0.3 0.4
O -8.206913 -2.965620 -16.128523 -1.1 -0.5 0.4
H -8.271476 -3.432944 -16.961401 0.0 0.0 -0.2
H -7.297978 -2.667946 -16.090200 0.7 0.3 -0.2
O -2.507557 -6.074141 -19.034631 -0.1 -1.0 -0.5
H -1.841964 -5.491019 -18.669679 0.4 0.2 0.3
H -3.260401 -5.973328 -18.452144 -0.3 0.7 0.1
O -5.063117 -0.936244 -14.018299 0.7 0.9 -0.4
H -5.086891 -1.685043 -13.422503 -0.5 -0.6 0.1
H -5.787238 -0.379208 -13.732664 -0.4 0.2 -0.1
O -3.867239 -3.593177 -10.560874 0.0 0.1 -0.2
H -3.372862 -3.258651 -9.812597 0.1 0.4 0.2
H -4.395544 -4.305349 -10.200426 -0.2 -0.5 0.1
O -2.608916 -3.302092 -13.168642 -0.2 -0.1 0.1
H -1.814789 -2.829860 -12.918467 0.5 0.3 0.2
H -3.150174 -3.296572 -12.379179 -0.3 -0.1 0.4
O -3.852710 -1.044879 -19.499565 -0.5 0.3 0.1
H -3.014599 -1.459043 -19.293948 0.7 -0.3 -0.1
H -3.898776 -1.058060 -20.455566 -0.1 -0.1 -0.2
O 0.770782 -1.990153 -13.768075 0.6 -0.2 -0.9
H 0.136849 -1.857646 -13.063242 -0.4 0.2 0.6
H 1.426227 -1.305746 -13.633141 0.3 0.0 -0.1
O -5.729925 -2.113884 -16.445327 0.2 0.1 -0.4
H -5.010819 -2.629364 -16.810560 0.1 -0.5 -0.2
H -5.309153 -1.525335 -15.818592 0.0 0.3 0.6
O -1.376039 -2.159982 -19.275869 -0.5 0.1 0.1
H -1.183052 -2.587939 -18.441690 0.3 -0.2 0.3
H -0.518939 -2.023813 -19.679679 0.3 -0.2 -0.3
O -0.009505 1.651254 -16.608406 0.0 0.1 0.0
H 0.857786 1.911745 -16.298273 0.3 -0.1 0.2
H -0.544211 2.439805 -16.516145 -0.4 0.3 0.0
O 0.220994 -2.047523 -16.787045 -0.2 -0.2 -0.5
H 0.414660 -2.402671 -15.919527 0.0 0.0 0.6
H 0.932490 -1.430466 -16.958052 0.1 0.3 0.0
O -5.179915 1.723486 -15.772309 0.1 0.5 0.5
H -5.481373 1.388609 -16.616832 -0.3 -0.4 -0.6
H -4.528494 1.085954 -15.480028 0.2 -0.2 0.1
O 3.410854 -2.690299 -15.069136 0.1 1.0 0.4
H 2.789654 -3.278217 -15.498896 0.0 -0.6 0.3
H 4.091667 -2.539584 -15.724882 0.3 0.0 0.0
O 1.517199 -2.064428 -19.968202 0.0 -0.4 -0.3
H 1.263277 -1.314835 -19.429813 0.1 0.9 0.1
H 2.209584 -2.495918 -19.467551 0.1 -0.2 0.0
O -5.854732 -5.808512 -14.384215 0.2 0.3 0.0
H -5.590526 -6.551022 -14.927455 0.1 -0.4 0.1
H -6.806835 -5.884192 -14.320966 -0.4 0.2 -0.2
O -2.607537 -3.318422 -15.726621 -0.2 0.1 -1.3
H -1.895714 -2.689850 -15.846720 0.3 0.1 -0.1
H -2.716108 -3.379586 -14.777559 -0.2 0.1 0.5
O -5.957393 -2.621227 -12.263140 -0.1 -0.1 0.3
H -5.241121 -2.965267 -11.729458 0.3 0.0 0.5
H -6.659962 -3.263875 -12.164930 -0.3 -0.1 -0.3
O -1.046074 -1.216058 -11.979320 0.5 -0.8 0.7
H -1.596804 -0.554914 -12.398625 -1.1 1.0 -0.6
H -0.875429 -0.866636 -11.104660 0.2 -0.1 0.2
O 2.323971 -4.550322 -16.591972 0.0 0.0 -0.1
H 2.534773 -5.338066 -17.093209 0.0 -0.3 0.0
H 2.488412 -3.828570 -17.198823 -0.2 0.1 -0.5
O -4.270866 -4.792225 -17.233402 -0.7 -0.7 -0.7
H -4.758882 -5.180448 -16.507214 -0.3 0.2 0.4
H -3.494086 -4.411140 -16.823986 0.8 0.5 0.5
O 0.699878 0.441399 -18.915214 0.3 -0.6 -0.3
H -0.028261 0.421730 -18.294211 -0.3 0.1 0.1
H 1.103586 1.299412 -18.784597 0.1 0.1 0.0
O -0.602143 -7.512610 -14.612079 0.5 0.1 0.4
H 0.116598 -8.086643 -14.876901 0.2 -0.1 0.1
H -1.250023 -7.601130 -15.311105 -0.6 -0.2 -0.6
O -2.612507 -5.993194 -13.333106 0.0 -0.2 0.3
H -2.659840 -5.080867 -13.618834 -0.3 0.6 -0.1
H -2.145680 -6.441608 -14.038237 0.3 -0.4 -0.2
O -2.139983 -5.862559 -9.620563 0.0 -0.2 0.1
H -2.299099 -5.199505 -10.292334 0.1 0.1 -0.4
H -2.140526 -5.374735 -8.796999 0.1 0.0 0.3
O -2.647967 -7.609106 -16.480395 -0.1 -0.4 0.5
H -2.490998 -7.250164 -17.353745 0.3 0.4 -0.8
H -3.601394 -7.646512 -16.404098 -0.1 -0.2 0.1
O -2.849468 0.472890 -13.198314 0.9 0.5 1.2
H -2.488762 0.269633 -14.061336 0.0 -0.1 -0.9
H -3.718293 0.071164 -13.200664 -0.5 -0.4 -0.3
O -2.008453 -0.031056 -15.750383 -0.4 -0.2 0.1
H -1.222209 0.432210 -16.039215 0.5 0.2 0.0
H -2.312018 -0.497342 -16.529266 -0.3 -0.2 -0.2
O -0.220181 -5.089500 -12.129059 0.5 0.5 0.5
H -1.102123 -5.240623 -12.469015 -0.9 -0.5 0.1
H -0.003061 -5.894438 -11.658789 0.1 -0.3 0.1
```
Positions in Å, forces in eV/Å.

Here is what Löwdin gives for the atomic charges, in e: -0.050 0.030 -0.017 -0.072 -0.013 -0.031 -0.062 -0.023 0.037 -0.044 -0.026 0.030 -0.055 0.003 -0.016 -0.079 0.023 -0.044 -0.053 0.004 -0.027 -0.045 0.003 0.079 -0.023 0.076 0.079 -0.022 0.042 0.035 -0.044 -0.015 0.058 -0.044 -0.013 0.055 -0.032 0.025 0.009 -0.029 0.024 0.015 -0.025 0.076 0.083 -0.022 -0.002 0.039 -0.054 -0.011 -0.013 -0.050 -0.039 0.033 -0.038 -0.027 0.033 -0.031 0.039 0.058 -0.026 0.018 -0.016 -0.018 -0.002 0.071 -0.037 0.008 0.076 -0.028 0.075 0.040 -0.041 0.034 0.004 -0.038 0.017 0.049 -0.040 0.057 -0.020 -0.031 0.014 0.026 -0.037 -0.009 0.032 -0.027 0.010 0.054 -0.052 -0.013 0.006 -0.025 -0.004 0.052 -0.031 -0.015 0.070

---

Which formula does entry 1 have?
H66O33